# 1
The following is a DFT calculation (ωB97M-V/def2-TZVPD) of a molecular structure, C19H19F6I2N5O5S3V.

Each line ends with the Mulliken spin population.
Atoms and positions in Å:
I 5.672 4.847 -2.737  0.000
I 4.662 0.730 1.427  0.000
V 0.076 0.300 -0.183  0.980
S -1.718 -0.715 -1.540  0.005
S 1.804 -2.123 1.081  0.003
S 0.735 0.060 2.302  -0.018
F 0.068 -3.312 2.661  0.000
F 1.838 0.721 4.580  0.000
F 2.109 -3.994 2.901  0.000
F 0.959 -4.601 1.166  0.000
F -0.263 1.218 4.400  0.000
F 0.336 -0.833 4.739  0.000
O 1.054 1.375 1.789  -0.002
O 3.097 -2.487 0.628  0.000
O -0.624 -0.370 1.923  0.002
O 0.730 -1.886 0.129  -0.009
O 2.075 0.249 -0.576  0.002
N 1.811 -1.053 2.245  -0.001
N 0.137 1.649 -2.025  -0.007
N -2.130 -2.570 0.327  0.000
N -2.770 -3.115 -1.808  0.001
N -1.335 1.959 0.126  -0.009
C -0.077 3.036 -1.621  0.006
C 4.017 1.642 -0.323  0.003
C 2.845 1.222 -0.985  0.013
C -2.226 -2.241 -0.953  0.002
C 2.548 1.896 -2.194  0.000
C 3.336 2.918 -2.691  0.000
C -1.934 4.213 -0.366  0.000
C -2.405 -4.919 -0.226  0.000
C -3.104 3.017 1.332  0.000
C 4.811 2.664 -0.827  -0.001
C 1.208 -3.597 2.014  -0.002
C 4.475 3.307 -2.005  0.002
C -2.290 1.932 1.062  0.006
C -2.558 -3.861 0.852  0.000
C 1.307 1.468 -2.906  0.005
C -3.166 -4.475 -1.462  0.000
C -2.914 4.184 0.610  -0.001
C 0.666 0.302 4.128  0.002
C -1.171 3.078 -0.586  0.010
H -3.862 2.940 2.099  0.000
H 5.701 2.953 -0.285  0.000
H 0.851 3.412 -1.183  -0.001
H -1.625 -1.923 0.921  0.000
H 3.059 3.404 -3.619  0.000
H -0.328 3.685 -2.468  -0.001
H -3.523 5.058 0.801  0.000
H 1.188 2.035 -3.836  0.001
H 1.345 0.404 -3.151  0.001
H -1.347 -5.045 -0.463  0.000
H -2.389 1.008 1.613  0.000
H -1.757 5.099 -0.960  0.000
H -2.792 -5.874 0.127  0.000
H -1.947 -4.088 1.721  0.000
H -0.682 1.343 -2.544  0.010
H -4.244 -4.518 -1.283  0.000
H -3.600 -3.798 1.180  0.000
H -2.943 -5.117 -2.313  0.000
H -2.794 -2.812 -2.767  0.000

Calculated values
spin multiplicity = 2
total charge = 0
HOMO-LUMO gap (spin up / spin down) = 7.248 / 6.677 eV
energy relative to the best compared isomer or geometry (same formula, charge and spin) = 5.9 kJ/mol

=====

# 2
The following is a DFT calculation (ωB97M-V/def2-TZVPD) of a molecular structure, C55H68IrNOPS2Se.

Each line ends with the Mulliken spin population.
Atoms and positions in Å:
Ir -0.356 -1.088 -0.384  0.026
Se -2.020 2.620 0.789  0.770
S -2.483 -1.245 3.692  0.002
S 2.487 -0.802 1.619  -0.002
P -0.871 0.029 -2.456  -0.010
O 1.664 -1.459 0.508  -0.005
N -1.159 -0.460 1.637  -0.031
C -4.602 3.791 0.964  0.080
C 2.025 -3.223 2.959  0.000
C 5.860 -1.602 3.139  0.000
C -0.020 1.693 4.984  -0.004
C -2.561 -2.352 1.137  0.004
C -5.398 5.546 -0.472  0.110
C 0.815 -5.174 2.221  0.000
C -1.060 -1.266 -5.057  0.000
C -2.464 0.978 -2.316  -0.230
C -5.593 4.684 0.603  -0.048
C -3.502 1.471 -4.605  0.004
C -0.720 0.339 2.685  -0.009
C -1.002 -1.464 -3.530  0.007
C -3.662 0.069 -2.001  0.012
C 1.599 3.187 3.738  -0.016
C 1.969 3.589 2.308  -0.002
C 0.426 2.515 -2.328  0.002
C -0.979 0.708 5.067  0.003
C 1.848 2.664 -1.782  -0.001
C 0.917 -3.797 2.338  0.000
C -0.070 -3.817 -3.718  0.000
C 5.148 -0.819 2.236  0.000
C -3.304 -4.398 -0.567  0.000
C 1.817 -5.995 2.719  0.000
C 2.298 1.327 -1.204  -0.003
C 4.173 -1.433 1.278  0.000
C -3.980 -4.227 0.634  0.001
C 0.277 1.257 -3.229  0.005
C 2.866 2.733 4.480  0.002
C 0.231 1.353 2.625  0.056
C -2.830 2.040 -3.358  -0.011
C 1.012 4.420 4.444  -0.004
C 6.763 -1.020 4.015  0.000
C 0.131 -2.419 -3.118  -0.003
C -4.390 -0.444 -3.248  0.009
C 0.584 2.052 3.764  0.001
C 2.405 0.248 -2.305  0.001
C 2.936 -5.431 3.313  0.000
C -1.335 0.039 3.902  -0.006
C 3.036 -4.054 3.435  0.000
C -3.614 -3.200 1.482  0.000
C 6.962 0.353 4.001  0.000
C -2.273 -3.535 -0.918  0.000
C 1.644 0.660 -3.567  -0.001
C -0.646 -3.734 -5.146  0.000
C -2.065 -1.330 2.022  0.029
C -4.212 5.506 -1.198  -0.045
C 5.366 0.558 2.218  0.000
C 6.270 1.140 3.091  0.000
C -1.882 -2.516 -0.071  0.010
C -3.399 3.760 0.248  -0.020
C -4.751 0.689 -4.205  -0.002
C -0.310 -2.390 -5.786  0.000
C 2.119 -1.744 3.156  0.000
C -3.213 4.620 -0.845  0.063
H -0.247 2.445 -1.467  0.009
H 5.738 -2.678 3.132  0.000
H -2.278 4.594 -1.390  0.007
H -2.102 -1.287 -5.378  0.001
H -1.442 0.453 6.010  0.000
H -5.294 -0.968 -2.932  0.000
H -1.932 -1.930 -3.186  0.000
H 7.319 -1.639 4.707  0.000
H -3.333 -0.773 -1.383  -0.006
H -1.968 2.651 -3.630  -0.001
H 3.569 3.564 4.553  0.000
H 3.888 -3.618 3.942  0.000
H -0.600 -2.383 -6.836  0.000
H 0.850 4.247 5.507  0.000
H -4.062 6.179 -2.032  -0.001
H -0.056 -5.614 1.751  0.000
H -0.739 -4.416 -3.099  0.000
H 2.537 2.990 -2.563  0.000
H 1.186 -1.320 3.523  0.001
H -4.373 0.646 -1.403  -0.007
H -6.169 6.257 -0.738  0.005
H 3.447 0.066 -2.573  0.000
H 1.536 -0.188 -4.245  0.000
H -0.644 -0.304 -5.362  0.000
H -6.514 4.718 1.168  -0.001
H 0.058 4.708 3.997  0.002
H 6.442 2.208 3.059  0.000
H 2.002 -0.698 -1.923  -0.001
H 0.154 3.410 -2.889  0.000
H -5.238 0.278 -5.090  0.000
H -1.733 -3.847 -5.122  0.000
H 2.924 -1.462 3.838  0.000
H -3.769 -1.168 -3.783  -0.001
H 2.678 4.416 2.338  0.000
H 1.852 3.434 -1.009  -0.001
H 4.139 -2.521 1.332  0.000
H 4.839 1.174 1.497  0.000
H 4.356 -1.116 0.250  0.000
H 0.273 2.195 5.895  0.000
H 2.214 1.417 -4.109  0.000
H 2.440 2.765 1.765  0.003
H -5.464 1.367 -3.727  -0.001
H 3.249 1.438 -0.682  0.000
H -3.567 -5.210 -1.232  0.000
H 0.126 -3.165 1.952  -0.001
H 0.891 -4.330 -3.722  0.000
H 1.094 -2.027 -3.443  0.000
H -3.773 2.291 -5.271  0.000
H 7.667 0.806 4.685  0.000
H 1.725 -7.070 2.655  0.000
H 0.181 -2.490 -1.997  -0.002
H -4.782 -4.899 0.905  0.000
H 2.634 2.398 5.491  0.000
H 0.770 -2.224 -5.751  0.000
H -3.549 2.707 -2.872  0.005
H -4.138 -3.052 2.418  0.000
H -1.769 -3.688 -1.863  0.000
H -0.252 -4.551 -5.748  0.000
H 1.086 3.921 1.757  0.010
H -2.812 0.822 -5.149  0.000
H 0.683 1.569 1.666  -0.014
H 1.544 1.019 -0.463  -0.005
H -0.219 1.525 -4.165  0.000
H -2.243 1.527 -1.391  0.253
H -4.740 3.124 1.805  0.003
H 1.701 5.259 4.349  0.000
H 3.730 -6.059 3.692  0.000
H 3.355 1.914 3.949  0.000

Calculated values
spin multiplicity = 2
total charge = +2
HOMO-LUMO gap (spin up / spin down) = 5.498 / 5.644 eV

=====

# 3
The following is a DFT calculation (ωB97M-V/def2-TZVPD) of 2 unconnected molecules or ions with the total composition C2H10NO.

Each line ends with the natural charge from an NBO analysis.
Atoms and positions in Å:
O -1.874 -0.512 -1.314  -0.964
N 0.282 -0.391 0.427  -0.529
C -0.045 0.642 1.448  -0.439
C 1.429 -0.122 -0.543  -0.407
H 1.144 0.702 -1.188  0.231
H 0.584 1.532 1.378  0.238
H -2.109 -0.887 -2.169  0.516
H -0.511 -0.424 -0.246  0.479
H -2.174 0.404 -1.310  0.495
H 1.499 -1.010 -1.161  0.235
H 0.519 -1.235 0.931  0.436
H -1.044 1.042 1.261  0.230
H 2.325 0.033 0.042  0.234
H -0.025 0.226 2.444  0.244

Calculated values
spin multiplicity = 1
total charge = +1
HOMO-LUMO gap = 13.443 eV
energy relative to the best compared isomer or geometry (same formula, charge and spin) = 48.4 kJ/mol

=====

# 4
The following is a DFT calculation (ωB97M-V/def2-TZVPD) of a molecular structure, C21H31N3OTlV.

Each line ends with the natural charge from an NBO analysis.
Atoms and positions in Å:
Tl -0.703 2.887 1.364  0.933
V -0.315 -0.069 -0.098  1.575
O -3.937 -2.144 0.430  -0.404
N -2.153 -0.582 0.029  -0.859
N 0.036 1.732 -0.734  -0.769
N 0.503 -1.385 -1.077  -0.511
C -2.174 2.150 -1.653  -0.611
C 1.852 -1.637 -0.561  -0.463
C -0.514 -3.609 -1.255  -0.607
C 1.726 2.293 3.772  -0.172
C 0.438 -0.155 4.350  -0.093
C -0.437 -1.806 2.241  -0.195
C -0.021 -2.389 -2.034  0.086
C -0.690 2.430 -1.827  0.101
C -3.054 -1.377 0.230  0.904
C 0.805 0.738 5.384  -0.112
C -1.185 -1.803 -2.820  -0.616
C -0.412 3.937 -1.807  -0.619
C 1.055 -2.836 -3.026  -0.621
C 1.493 1.970 -0.722  -0.441
C 0.115 -0.570 1.939  -0.308
C -0.225 1.894 -3.180  -0.625
C 1.389 1.965 5.095  -0.207
C -0.598 -2.222 3.586  -0.197
C 0.689 0.223 2.977  -0.001
C 1.465 1.391 2.743  -0.317
C -0.193 -1.397 4.619  -0.104
H 0.605 0.437 6.414  0.245
H -1.348 -3.346 -0.589  0.205
H 1.865 -3.389 -2.538  0.226
H -1.030 4.411 -2.584  0.263
H 1.615 2.664 5.902  0.253
H -2.566 2.541 -0.703  0.202
H -2.716 2.649 -2.470  0.259
H 1.882 2.199 -1.726  0.247
H 0.296 -4.042 -0.655  0.220
H -0.865 -0.939 -3.411  0.217
H -0.873 -4.368 -1.960  0.259
H -0.863 2.313 -3.971  0.256
H -2.023 -1.516 -2.180  0.214
H 0.644 4.157 -2.025  0.232
H 2.047 -1.026 0.329  0.234
H 2.028 1.080 -0.357  0.220
H 1.915 1.542 1.753  0.219
H 1.988 -2.689 -0.267  0.256
H -0.729 -2.498 1.445  0.232
H 0.598 -3.506 -3.765  0.255
H -0.337 -1.689 5.660  0.248
H 2.624 -1.401 -1.310  0.249
H 1.476 -1.976 -3.563  0.225
H -1.547 -2.571 -3.517  0.256
H -0.672 4.415 -0.850  0.192
H 0.812 2.183 -3.395  0.222
H 1.755 2.813 -0.059  0.217
H -1.055 -3.192 3.799  0.253
H -2.396 1.072 -1.691  0.228
H -0.294 0.799 -3.229  0.209
H 2.212 3.247 3.552  0.241

Calculated values
spin multiplicity = 1
total charge = +2
HOMO-LUMO gap (spin up / spin down) = 5.484 / 6.024 eV
energy relative to the best compared isomer or geometry (same formula, charge and spin) = 0.0 kJ/mol

=====

Number 1: E_tot -4718.63615 hartree. Number 2: E_tot -5909.56904 hartree. Number 3: E_tot -211.93999 hartree. Number 4: E_tot -2174.18359 hartree.